Computed, not measured: the molecule C6H14 in a non-equilibrium geometry, with wB97M-V/def2-TZVPD.

Geometry as ORCA input:
```
! RIJCOSX wB97M-V def2-TZVPD def2/J DEFGRID3
* xyz 0 1
C 1.77374 -2.24470 -1.25077
C 0.71710 -1.21106 -0.77669
C 1.00541 -0.39631 0.50321
C -0.26268 0.40208 1.17638
C -1.26887 1.01758 0.15242
C -1.92928 2.38451 0.36061
H 2.19020 -3.03003 -0.56495
H 2.61689 -1.69528 -1.91200
H 1.30829 -2.83240 -2.03970
H -0.28661 -1.55474 -0.84510
H 0.91524 -0.42571 -1.60228
H 1.91187 0.24496 0.38286
H 1.20251 -1.11975 1.33499
H -0.74526 -0.33612 1.82017
H 0.06622 1.15647 1.86933
H -2.14402 0.36493 0.27525
H -0.68776 1.13818 -0.87118
H -1.47436 3.07224 1.05786
H -2.02168 3.02283 -0.49376
H -3.06404 2.28187 0.59760
*
```

As for the HOMO energy: -10.487 eV. The relative energy (zero: lowest compared OMol25 entry of this formula, charge and spin) is 48.7 kcal/mol. Its LUMO energy is 1.153 eV. The SMILES is CCCCCC. The largest force on an atom is 0.0746 Eh/bohr.